Record 1
{
  "formula": "C40H61HgN3O3SSi2Te",
  "method": "ωB97M-V with the def2-TZVPD basis set",
  "elements": ["Hg", "C", "C", "C", "C", "C", "C", "C", "C", "C", "C", "C", "C", "N", "C", "O", "C", "C", "C", "C", "C", "N", "C", "O", "N", "C", "C", "C", "C", "C", "C", "C", "C", "C", "C", "C", "C", "H", "H", "H", "H", "H", "H", "H", "H", "H", "H", "H", "H", "H", "H", "H", "H", "H", "H", "H", "H", "H", "H", "H", "H", "H", "H", "H", "H", "H", "H", "H", "H", "H", "H", "H", "H", "H", "S", "C", "O", "H", "H", "C", "Si", "C", "C", "C", "Te", "C", "Si", "C", "C", "C", "H", "H", "H", "H", "H", "H", "H", "H", "H", "H", "H", "H", "H", "H", "H", "H", "H", "H", "H", "H", "H", "H"],
  "xyz": [[-0.476605, -1.179412, -1.090122], [-2.158668, 2.745165, 4.648219], [-0.780564, 2.609531, 3.990747], [0.304099, 3.196228, 4.965344], [-0.745284, 3.304892, 2.644355], [-0.246982, 4.640774, 2.487823], [-0.320450, 5.323462, 1.346996], [-0.838884, 4.678724, 0.189591], [-1.293889, 3.388052, 0.255093], [-1.799761, 2.696594, -1.038995], [-1.065683, 3.032125, -2.375070], [-3.265659, 2.988031, -1.252790], [-1.334182, 2.685553, 1.524949], [-1.617717, 1.317331, 1.518573], [-2.881771, 0.980975, 1.785006], [-3.782976, 1.804400, 1.947054], [-3.429945, -0.458312, 1.738258], [-4.471547, -0.748769, 2.683474], [-5.002607, -1.995276, 2.607437], [-4.463185, -2.984376, 1.861762], [-3.450485, -2.617646, 0.953091], [-2.922613, -1.447638, 0.997037], [-2.877592, -3.705770, -0.037611], [-3.345575, -4.856715, 0.071297], [-2.075670, -3.235893, -0.929763], [-1.636802, -4.106614, -1.908317], [-0.431889, -4.799075, -1.866920], [0.012334, -5.550768, -2.964360], [-0.795082, -5.628710, -4.076195], [-1.965244, -4.863054, -4.154799], [-2.424218, -4.118445, -3.056005], [-3.731332, -3.390325, -3.036829], [-4.865537, -4.304262, -2.653281], [-4.015869, -2.589058, -4.336221], [0.257644, -4.841706, -0.535753], [1.794803, -4.634502, -0.716559], [-0.124564, -5.934529, 0.505624], [-2.350718, 1.814585, 5.256745], [-2.965645, 2.802641, 3.876723], [-2.228392, 3.719328, 5.248980], [-0.508422, 1.508310, 3.846128], [0.308338, 4.317396, 5.118863], [1.281750, 2.816457, 4.668070], [0.136857, 2.735931, 5.950714], [0.277509, 4.962641, 3.364928], [0.005879, 6.325753, 1.381163], [-0.934906, 5.265172, -0.781729], [-1.611077, 1.604202, -0.891242], [-1.330470, 4.086582, -2.595184], [-1.465585, 2.389228, -3.184698], [0.015459, 2.863101, -2.191314], [-3.370156, 4.106078, -1.363976], [-3.932765, 2.813171, -0.308739], [-3.761869, 2.463845, -2.056664], [-4.684626, 0.047782, 3.414121], [-5.789552, -2.232841, 3.285113], [-4.889311, -3.987918, 2.008321], [0.958783, -6.100290, -3.030892], [-0.385315, -6.092298, -4.997714], [-2.555163, -4.898052, -5.102222], [-3.648763, -2.554070, -2.325526], [-5.075010, -4.952808, -3.542737], [-5.793488, -3.788113, -2.422573], [-4.549150, -4.954086, -1.820953], [-4.032327, -3.230388, -5.257360], [-3.194632, -1.869330, -4.528268], [-4.933433, -1.990241, -4.219185], [-0.160450, -3.992341, -0.017073], [2.214234, -5.307369, -1.451347], [2.372907, -4.532248, 0.173354], [1.808336, -3.644629, -1.193669], [0.557529, -6.773388, 0.316450], [-1.176157, -6.156108, 0.436064], [0.039133, -5.606841, 1.510033], [2.386690, -1.996310, -4.156341], [2.077526, -2.340474, -5.614085], [-0.301079, -1.393919, 2.488315], [-0.591120, -0.485578, 2.178528], [-0.413762, -1.863413, 1.672530], [3.578430, 6.286245, -0.021173], [3.437691, 4.464925, -0.426061], [5.312506, 3.983756, -0.723474], [2.549210, 4.349771, -2.104164], [2.832243, 3.396135, 1.029433], [1.847416, 1.625747, 0.377097], [3.603392, 0.827552, -0.431894], [4.476517, -0.452088, 0.599657], [3.386222, -1.704612, 1.505014], [5.329517, 0.500847, 1.922295], [5.850137, -1.338017, -0.282107], [3.887182, 6.848359, -0.930490], [4.075224, 6.593484, 0.940172], [2.595486, 6.649334, 0.241559], [5.410290, 2.996917, -1.161461], [5.651182, 3.891824, 0.318989], [5.875328, 4.739728, -1.316854], [1.625821, 4.932278, -2.237050], [2.329934, 3.271480, -2.306381], [3.261741, 4.839406, -2.760990], [2.027826, 3.901202, 1.547373], [3.542748, 3.033354, 1.805034], [4.387370, 1.611079, -0.586333], [3.388140, 0.341463, -1.401453], [3.775687, -2.036800, 2.524480], [3.333743, -2.645305, 0.865284], [2.371016, -1.354506, 1.667439], [4.561691, 0.814815, 2.697948], [6.006859, 1.277636, 1.706283], [5.824622, -0.258752, 2.658324], [5.488456, -1.616346, -1.265095], [6.166983, -2.310872, 0.214972], [6.671752, -0.760172, -0.500168]],
  "forces_ev_per_a": [[0.264, 0.286, -0.046], [-0.973, 0.065, 0.092], [1.347, 0.114, 0.337], [-0.423, -0.424, 0.298], [-0.434, 0.810, -0.931], [-0.335, -3.179, 2.326], [-0.659, -0.161, -2.080], [-0.006, 1.704, -0.387], [-0.359, -0.688, -0.453], [0.550, -1.261, 0.024], [-0.172, 0.330, 1.269], [-1.985, 1.267, 2.640], [1.292, -0.122, -0.972], [-0.644, -1.237, 0.700], [0.846, -0.181, -1.576], [-1.497, 1.122, 0.755], [0.109, -0.776, 2.172], [2.018, 2.228, -1.547], [-0.596, 0.159, 1.883], [-0.066, -1.085, -1.407], [-0.382, -3.357, 0.423], [0.802, 3.070, -1.055], [-1.631, 0.817, 1.638], [0.092, -0.413, 0.231], [1.262, 0.145, 0.423], [-0.427, 0.408, -0.696], [0.459, -1.478, 0.669], [-0.335, -0.045, 0.111], [0.240, 0.768, -1.512], [-0.791, -0.260, -0.280], [0.472, -0.884, -1.473], [-0.122, 1.976, -0.857], [-0.087, -1.328, -0.686], [0.657, -0.363, -0.661], [0.910, 0.449, 1.322], [-1.794, 1.157, -0.974], [0.843, -0.362, -1.734], [0.039, 1.203, -0.171], [0.616, -0.205, 0.534], [0.155, -1.440, -0.512], [-0.543, 1.396, 0.058], [-0.099, -1.308, -0.297], [0.233, 0.455, -0.187], [-0.084, 0.216, -0.084], [0.052, 0.926, 0.069], [0.421, 1.098, -0.530], [0.310, -0.873, 1.306], [-0.420, 0.690, 0.126], [0.601, -0.401, -0.293], [0.356, 0.286, 0.472], [-0.546, 0.283, -0.578], [0.027, -0.887, -0.404], [1.416, -0.074, -1.431], [0.185, -0.118, -0.488], [-0.483, -0.599, -0.611], [-0.610, -0.309, 0.538], [0.562, 0.402, -0.747], [-0.299, 0.300, 0.575], [-0.519, 0.058, 0.674], [0.468, 0.091, 0.867], [0.060, -0.653, 0.239], [0.038, 0.223, 0.599], [-0.037, 0.213, 0.176], [-0.354, 0.328, -0.214], [-0.435, 0.440, 0.720], [-0.310, -0.296, 0.252], [0.130, -0.416, -0.225], [0.382, 0.870, -0.036], [0.284, -0.490, 0.149], [0.319, -0.406, 0.792], [0.440, -0.016, -0.016], [-0.556, -0.443, 0.175], [-0.362, -0.455, -0.231], [0.367, 0.512, 0.619], [-0.286, -0.164, -0.505], [0.198, 0.145, 0.565], [-0.048, 1.684, 0.183], [0.269, -0.718, 0.554], [-0.172, -0.771, -0.695], [-0.254, 0.764, 0.856], [1.258, -0.399, -0.003], [-1.058, 0.374, 0.246], [-0.436, -0.357, 0.851], [0.331, 0.038, -0.100], [-1.038, -0.094, 0.162], [1.389, -0.860, -1.136], [-0.189, -0.113, 1.307], [0.517, -1.479, -0.123], [-0.863, -1.945, 3.913], [-1.505, -2.663, 0.065], [0.173, -0.181, 0.793], [0.443, -0.477, -1.192], [-0.837, 0.105, -0.355], [0.214, 0.017, -0.309], [0.442, 0.245, -0.306], [-0.306, -0.508, 0.565], [0.072, -0.328, 0.453], [0.380, 0.949, -0.296], [0.297, -0.440, -0.512], [-0.229, 0.310, 0.207], [-0.087, 0.641, -0.684], [-0.928, -0.595, -0.035], [-0.080, 0.513, 0.135], [-0.223, 0.555, -1.302], [-0.092, 1.038, 0.776], [-0.219, 0.062, -0.027], [0.480, 0.415, -1.143], [0.770, 1.004, -0.320], [-0.147, 0.984, -1.552], [-0.246, -0.399, -0.402], [-0.353, 1.263, -0.406], [2.115, 1.508, -0.097]],
  "lowdin_charge": [0.584, -0.079, -0.363, -0.098, -0.144, -0.094, -0.132, -0.053, -0.159, -0.398, -0.086, -0.092, -0.228, 0.086, -0.509, -0.047, -0.141, -0.011, -0.124, -0.022, -0.188, 0.133, -0.520, -0.044, -0.038, -0.254, -0.154, -0.060, -0.127, -0.041, -0.146, -0.393, -0.066, -0.083, -0.360, -0.065, -0.043, 0.086, 0.066, 0.091, 0.148, 0.075, 0.066, 0.064, 0.076, 0.076, 0.121, 0.065, 0.061, 0.078, 0.039, 0.082, 0.101, 0.060, 0.114, 0.087, 0.113, 0.101, 0.093, 0.105, 0.127, 0.084, 0.070, 0.070, 0.065, 0.078, 0.070, 0.076, 0.051, 0.044, 0.041, 0.068, 0.057, 0.061, 0.551, -0.612, -0.129, -0.001, -0.062, -0.209, 0.444, -0.192, -0.190, -0.579, 1.150, -0.645, 0.337, -0.176, -0.215, -0.184, 0.035, 0.044, -0.002, -0.012, 0.019, 0.029, 0.025, 0.016, 0.013, -0.040, 0.006, -0.013, 0.003, 0.054, 0.022, -0.014, 0.045, -0.004, 0.060, 0.015, 0.060, -0.015],
  "total_charge": -2,
  "e_above_lowest_kj_mol": 40.1,
  "homo_energy_ha": -0.0875
}

***

Record 2
{
  "formula": "C18H21Cl2N2",
  "method": "ωB97M-V with the def2-TZVPD basis set",
  "elements": ["Cl", "C", "C", "C", "C", "C", "C", "C", "C", "C", "Cl", "C", "C", "C", "C", "H", "H", "H", "H", "H", "H", "H", "H", "H", "N", "C", "C", "C", "C", "C", "N", "H", "H", "H", "H", "H", "H", "H", "H", "H", "H", "H", "H"],
  "xyz": [[3.278181, -4.596662, 3.003745], [2.733803, -3.393226, 1.920829], [3.312965, -2.114042, 1.943645], [2.842072, -1.135819, 1.077346], [1.755053, -1.375672, 0.188334], [1.264995, -0.254375, -0.579750], [0.680600, -0.286305, -1.898700], [0.718476, 0.924144, -2.652659], [0.006796, 1.079048, -3.834063], [-0.789664, 0.019736, -4.300728], [-1.773721, 0.239460, -5.680594], [-0.773812, -1.215000, -3.637483], [0.010156, -1.385509, -2.495819], [1.198767, -2.679558, 0.186424], [1.700607, -3.680922, 1.018375], [4.129644, -1.905823, 2.629600], [3.313551, -0.151195, 1.064416], [1.780093, 0.684917, -0.341782], [1.344233, 1.739489, -2.287239], [0.044153, 2.009673, -4.394530], [-1.359007, -2.040999, -4.033380], [0.097180, -2.381677, -2.077006], [0.345286, -2.913022, -0.442113], [1.288923, -4.685716, 0.976297], [-0.832828, 2.747457, -0.968832], [-1.462699, 3.019024, 0.310627], [-1.804283, 1.676736, 0.941853], [-2.362455, 1.747683, 2.375453], [-1.806349, 0.480801, 3.048796], [-0.593764, 0.041976, 2.184575], [-0.679915, 0.816014, 0.999519], [-1.473575, 2.235399, -1.573255], [-0.568530, 3.603898, -1.445916], [-0.749591, 3.552487, 0.954171], [-2.386574, 3.612986, 0.214701], [-2.602343, 1.235246, 0.306056], [-1.981906, 2.645879, 2.878483], [-3.455695, 1.785119, 2.369842], [-1.524070, 0.657461, 4.089103], [-2.565482, -0.308048, 3.014580], [0.351752, 0.214793, 2.732283], [-0.629674, -1.042249, 1.979740], [-0.021351, 0.776394, 0.235056]],
  "forces_ev_per_a": [[-0.008, 0.060, -0.083], [-0.136, 0.544, -0.375], [-0.071, 0.105, -0.391], [-0.195, -0.022, 0.248], [-0.557, 0.292, 0.596], [2.223, -1.743, -2.191], [-0.163, 0.487, 0.415], [-0.131, 0.145, 0.014], [0.143, -0.259, 0.084], [0.322, 0.315, 0.576], [0.112, -0.057, 0.098], [0.550, -0.289, 0.518], [-0.620, 0.044, -0.496], [0.228, -0.421, 0.363], [-0.204, 0.418, -0.411], [-0.153, -0.023, -0.156], [-0.150, -0.256, 0.161], [-0.499, -0.114, 0.065], [-0.378, -0.163, -0.074], [0.024, -0.186, 0.126], [0.210, 0.122, 0.045], [-0.256, 0.311, -0.164], [0.212, -0.012, 0.391], [0.000, 0.227, 0.089], [0.255, 0.007, -0.504], [-0.239, -0.035, 0.429], [-1.397, 0.438, -0.661], [0.552, 0.102, -0.120], [-0.153, -0.289, -0.325], [0.533, -0.696, 1.026], [0.562, 0.267, 0.038], [0.032, 0.254, 0.058], [-0.115, -0.097, 0.013], [-0.158, -0.063, -0.140], [0.218, -0.033, 0.152], [0.051, 0.089, 0.011], [-0.093, -0.120, -0.115], [0.239, 0.027, 0.086], [-0.078, -0.128, -0.164], [0.145, 0.114, 0.169], [-0.212, -0.009, -0.132], [-0.079, 0.105, 0.143], [-0.565, 0.542, 0.588]],
  "lowdin_charge": [0.773, -0.641, -0.062, 0.011, -0.192, 0.078, -0.182, -0.016, -0.077, -0.640, 0.775, -0.060, 0.026, 0.009, -0.061, 0.121, 0.132, 0.142, 0.125, 0.121, 0.120, 0.099, 0.103, 0.120, 0.002, -0.232, -0.373, -0.121, -0.139, -0.214, -0.021, 0.078, 0.085, 0.126, 0.124, 0.143, 0.117, 0.118, 0.110, 0.110, 0.112, 0.104, 0.048],
  "total_charge": 1,
  "homo_energy_ha": -0.4013
}

***

Record 3
{
  "formula": "C23H17AuCl2N5O4S2",
  "method": "ωB97M-V with the def2-TZVPD basis set",
  "elements": ["Au", "Cl", "C", "C", "C", "Cl", "C", "C", "C", "C", "N", "C", "C", "O", "H", "H", "H", "H", "O", "N", "C", "C", "C", "C", "C", "H", "H", "H", "H", "H", "N", "C", "C", "C", "C", "C", "C", "S", "O", "O", "N", "C", "S", "C", "C", "N", "H", "H", "H", "H", "H", "H", "H", "H"],
  "xyz": [[1.290961, 2.443890, 0.462665], [-2.008275, 1.546178, -3.656270], [-2.213532, 0.956368, -2.080349], [-3.286198, 0.145485, -1.779813], [-3.441133, -0.327565, -0.491206], [-4.828644, -1.272481, -0.130073], [-2.497457, -0.049076, 0.544965], [-2.595785, -0.579231, 1.836941], [-1.610060, -0.295476, 2.762299], [-0.566775, 0.536412, 2.393713], [-0.495865, 1.097305, 1.194450], [-1.399628, 0.798174, 0.252482], [-1.240543, 1.372406, -1.089113], [-0.362514, 2.187701, -1.390573], [-3.982502, -0.141119, -2.554011], [-3.414600, -1.239481, 2.082531], [-1.653083, -0.722040, 3.754900], [0.241590, 0.787198, 3.069005], [0.254888, 4.262936, 0.999622], [-0.849642, 4.532148, 0.338710], [-2.035902, 4.117413, 0.814751], [-3.180718, 4.256495, 0.061997], [-3.118669, 4.854555, -1.187513], [-1.894897, 5.361690, -1.611040], [-0.779101, 5.196059, -0.828975], [-2.007977, 3.657998, 1.789635], [-4.112853, 3.877287, 0.457153], [-3.995910, 4.934627, -1.812665], [-1.799691, 5.867050, -2.560465], [0.205974, 5.542999, -1.099354], [1.908141, -6.374194, 1.878611], [1.806662, -5.301820, 1.014432], [0.703288, -4.441769, 1.077231], [0.576230, -3.407847, 0.173160], [1.542970, -3.214268, -0.800312], [2.639002, -4.056207, -0.879257], [2.770115, -5.096131, 0.022954], [1.364507, -1.841693, -1.907758], [2.457896, -1.893281, -2.845128], [0.019693, -1.858931, -2.422460], [1.464692, -0.539919, -0.937231], [2.631598, -0.052360, -0.580579], [4.179925, -0.871884, -0.862369], [5.014262, 0.382855, -0.017114], [4.148587, 1.320146, 0.393763], [2.820529, 1.100923, 0.097148], [1.346390, -6.349444, 2.710922], [2.807274, -6.808951, 1.983478], [-0.054894, -4.603727, 1.835220], [-0.265454, -2.735254, 0.199906], [3.379520, -3.887580, -1.649342], [3.617844, -5.767812, -0.037718], [6.085404, 0.373201, 0.083849], [4.414360, 2.220042, 0.924195]],
  "forces_ev_per_a": [[1.631, 0.244, 0.119], [-0.009, 0.049, -0.190], [0.038, -0.103, 0.022], [0.028, -0.177, 0.179], [-0.125, 0.001, -0.242], [-0.061, -0.101, -0.027], [0.311, 0.201, -0.107], [0.340, -0.001, 0.174], [-0.535, -0.408, -0.062], [0.126, 0.487, -0.499], [-0.728, -0.445, -0.120], [-0.352, -0.531, 0.962], [0.409, 0.529, -0.649], [-0.760, -0.263, 0.090], [-0.066, 0.049, 0.022], [-0.036, 0.034, 0.044], [0.044, 0.014, 0.005], [-0.028, -0.004, 0.089], [-0.408, 0.638, 0.243], [0.199, -0.191, -0.038], [-0.054, -0.099, 0.058], [-0.125, 0.021, -0.129], [0.231, 0.065, 0.056], [-0.352, -0.061, -0.033], [0.156, 0.004, -0.097], [0.123, -0.077, -0.003], [0.014, 0.007, 0.016], [-0.027, 0.030, 0.021], [0.039, 0.004, -0.008], [0.057, -0.140, 0.028], [-0.113, -0.170, 0.055], [0.044, 0.118, -0.216], [0.002, -0.039, 0.044], [0.105, -0.105, 0.038], [0.017, 0.192, -0.278], [0.002, 0.033, 0.005], [-0.069, -0.073, 0.113], [-0.011, 0.817, 0.575], [0.050, -0.237, -0.118], [-0.147, -0.040, 0.132], [-0.685, -0.087, -0.391], [0.912, -0.107, 0.172], [-0.064, 0.302, 0.065], [0.007, -0.109, -0.009], [0.116, 0.169, 0.123], [-0.128, -0.653, -0.425], [0.066, 0.006, 0.038], [0.023, 0.046, 0.035], [-0.004, 0.006, -0.001], [-0.200, 0.067, 0.091], [0.001, -0.013, 0.000], [0.026, 0.007, -0.013], [0.005, 0.054, 0.046], [-0.036, 0.041, -0.004]],
  "lowdin_charge": [0.817, 0.801, -0.571, -0.115, -0.575, 0.758, -0.167, -0.016, -0.031, -0.100, 0.051, -0.150, -0.382, -0.023, 0.114, 0.090, 0.110, 0.116, -0.250, -0.207, -0.021, -0.038, -0.049, -0.028, -0.008, 0.140, 0.116, 0.113, 0.119, 0.149, 0.095, -0.325, -0.033, -0.066, -0.304, -0.072, -0.029, 0.554, -0.362, -0.323, -0.121, -0.679, 1.042, -0.427, -0.290, -0.169, 0.086, 0.088, 0.105, 0.103, 0.107, 0.109, 0.055, 0.091],
  "total_charge": 0,
  "e_above_lowest_kj_mol": 0.0,
  "homo_energy_ha": [-0.2554, -0.2554],
  "multiplicity": 2
}